# 1
Density functional theory data (ωB97M-V with the def2-TZVPD basis set) for a molecular structure, C9H13N2OSSeTi at a distorted geometry.

Geometry as ORCA input:
```
! RIJCOSX wB97M-V def2-TZVPD def2/J DEFGRID3
* xyz 0 2
Ti 0.620 0.188 0.853
O -0.011 -0.883 2.206
C 0.312 -1.139 3.379
C 1.673 -0.844 3.909
C 1.443 0.200 5.031
C 0.309 1.218 4.741
C -1.093 0.764 5.193
C -1.699 -0.375 4.379
N -0.637 -1.437 4.250
H 2.287 -0.433 3.117
H 2.183 -1.741 4.266
H 2.389 0.716 5.186
H 1.223 -0.319 5.968
H 0.269 1.495 3.682
H 0.541 2.149 5.256
H -1.780 1.612 5.146
H -1.032 0.457 6.245
H -1.969 -0.048 3.380
H -2.580 -0.799 4.850
H -0.255 -1.701 5.149
S -1.654 2.555 1.781
C -0.620 1.758 0.783
Se 2.340 -1.590 -1.124
C 2.578 -0.155 -0.102
N 2.573 0.758 0.659
C -0.787 1.082 -0.446
H 0.003 1.164 -1.199
H -1.781 0.958 -0.851
*
```

Values from the calculation:
- Relative energy (zero: lowest compared OMol25 entry of this formula, charge and spin): 11.22 kcal/mol
- Kohn-Sham gap (alpha / beta): 6.59 / 6.49 eV
- E_HOMO (alpha / beta): -6.9 / -6.9 eV
- Energy: -113866.45478 eV

Here are the natural (NBO) charges for atoms 1 to 8, given in e: Ti 1.29; O -0.65; C 0.75; C -0.51; C -0.39; C -0.43; C -0.42; C -0.22



# 2
Density functional theory data (ωB97M-V with the def2-TZVPD basis set) for a molecular structure, C41H90F6Li2N4O9 at a distorted geometry.

Geometry as ORCA input:
```
! RIJCOSX wB97M-V def2-TZVPD def2/J DEFGRID3
* xyz 0 1
Li -4.029 12.753 8.776
Li -5.500 13.815 7.007
O -5.448 14.088 8.899
H -5.145 14.674 9.619
O -4.167 12.395 6.883
H -3.825 12.088 6.021
C -5.647 10.174 11.895
C -5.291 11.030 10.641
N -3.870 11.302 10.374
C -3.292 10.130 9.720
C -1.871 10.309 9.230
C -3.086 11.688 11.552
C -3.704 12.965 12.213
H -6.734 10.138 11.955
H -5.285 10.682 12.789
H -5.211 9.177 11.829
H -5.778 10.580 9.776
H -5.876 11.945 10.731
H -3.271 9.270 10.389
H -3.915 9.839 8.874
H -1.705 11.233 8.676
H -1.145 10.353 10.042
H -1.578 9.534 8.522
H -2.077 11.834 11.168
H -3.021 10.781 12.154
H -4.791 13.025 12.158
H -3.173 13.853 11.870
H -3.438 12.931 13.269
C -1.590 14.963 4.231
C -0.279 14.394 3.653
N 0.186 14.941 2.359
C 0.085 16.402 2.360
C 0.551 17.115 1.059
C 1.500 14.410 2.027
C 1.500 12.853 1.772
H -2.318 15.010 3.421
H -1.489 16.026 4.449
H -2.017 14.460 5.099
H 0.441 14.555 4.456
H -0.436 13.322 3.540
H -0.977 16.605 2.498
H 0.699 16.854 3.139
H 0.070 16.687 0.179
H 0.248 18.160 1.126
H 1.628 17.069 0.899
H 2.252 14.745 2.741
H 1.825 14.840 1.079
H 1.600 12.282 2.695
H 2.459 12.588 1.325
H 0.589 12.561 1.250
C -4.999 17.288 7.063
C -6.311 16.870 6.518
N -6.352 15.527 5.891
C -5.611 15.541 4.655
C -5.318 14.140 4.050
C -7.827 15.243 5.577
C -8.737 15.113 6.773
H -4.583 16.533 7.730
H -5.130 18.240 7.578
H -4.335 17.393 6.204
H -6.879 16.840 7.449
H -6.727 17.706 5.956
H -6.148 16.169 3.945
H -4.603 15.952 4.717
H -4.889 13.474 4.798
H -6.261 13.653 3.801
H -4.736 14.168 3.129
H -7.770 14.281 5.068
H -8.239 16.006 4.917
H -9.555 14.451 6.490
H -9.093 16.088 7.104
H -8.235 14.605 7.596
C -6.608 16.704 11.142
C -6.734 16.893 12.671
N -6.691 18.298 13.187
C -6.326 18.231 14.622
C -4.785 18.135 14.805
C -8.008 18.901 13.027
C -8.054 20.363 13.345
H -7.573 16.928 10.688
H -6.197 15.731 10.870
H -5.883 17.428 10.771
H -7.609 16.404 13.100
H -5.824 16.448 13.074
H -6.605 19.173 15.093
H -6.866 17.444 15.149
H -4.408 17.309 14.202
H -4.303 19.085 14.574
H -4.474 17.868 15.815
H -8.739 18.441 13.692
H -8.305 18.742 11.990
H -7.838 20.495 14.405
H -9.017 20.799 13.082
H -7.229 20.845 12.820
C -2.263 11.037 3.906
C -1.924 10.769 5.382
O -0.766 9.918 5.510
C 0.527 10.462 5.385
O 0.710 11.679 5.333
C 1.663 9.380 5.438
F 2.618 9.740 4.540
F 2.199 9.393 6.620
F 1.243 8.160 5.101
H -3.126 11.694 3.805
H -2.431 10.091 3.391
H -1.440 11.562 3.422
H -2.753 10.259 5.873
H -1.814 11.654 6.008
C -2.517 18.015 11.067
C -3.244 19.250 11.543
O -4.223 19.651 10.589
C -4.982 20.777 10.750
O -4.807 21.670 11.580
C -6.139 20.852 9.728
F -6.292 19.705 8.947
F -7.252 21.084 10.345
F -5.964 21.889 8.940
H -1.898 17.611 11.867
H -1.946 18.249 10.168
H -3.225 17.256 10.734
H -2.572 20.082 11.751
H -3.700 19.100 12.521
C -6.345 9.667 6.625
C -6.788 10.718 5.636
O -7.313 11.756 5.999
C -6.517 10.376 4.192
H -6.929 9.742 7.542
H -5.291 9.782 6.881
H -6.435 8.687 6.157
H -5.454 10.169 4.062
H -6.741 11.246 3.575
H -7.110 9.511 3.897
C -0.396 13.832 7.531
C -1.481 14.481 8.368
O -2.200 13.894 9.153
C -1.750 15.947 8.047
H -0.645 13.780 6.471
H -0.224 12.765 7.673
H 0.549 14.356 7.674
H -2.560 16.303 8.684
H -2.076 15.973 7.007
H -0.852 16.537 8.229
C -8.908 12.206 9.366
C -9.875 11.661 10.374
O -10.695 10.781 10.102
C -9.966 12.354 11.776
H -7.891 11.936 9.651
H -9.000 13.292 9.403
H -9.048 11.838 8.350
H -10.806 13.050 11.788
H -9.079 12.970 11.919
H -10.124 11.601 12.547
*
```

Values from the calculation:
- Kohn-Sham gap: 8.77 eV
- E_HOMO: -8.4 eV
- Energy: -85081.87868 eV

Here are the Löwdin charges for atoms 1 to 8, given in e: Li 0.54; Li 0.55; O -0.55; H -0.10; O -0.52; H -0.10; C -0.06; C -0.26



# 3
Density functional theory data (ωB97M-V with the def2-TZVPD basis set) for a molecular structure, C44H70Ge2MnNOP2Te at a distorted geometry.

Geometry as ORCA input:
```
! RIJCOSX wB97M-V def2-TZVPD def2/J DEFGRID3
* xyz 0 5
Mn 2.107 -21.553 -7.489
C -0.089 -16.903 -2.603
C 0.240 -18.428 -2.542
C -1.011 -19.303 -2.212
P 0.945 -18.977 -4.190
C 2.616 -18.082 -4.173
C 2.506 -16.852 -5.037
C 3.667 -19.023 -4.747
C 1.325 -20.736 -3.714
C 2.006 -21.079 -2.547
C 2.337 -22.376 -2.226
C 3.256 -22.747 -1.076
C 1.893 -23.357 -3.086
C 1.322 -23.028 -4.289
C 1.029 -21.740 -4.675
N 0.676 -21.423 -5.993
C -0.582 -21.872 -6.448
C -1.506 -22.629 -5.696
C -2.679 -23.102 -6.238
C -3.037 -22.841 -7.591
C -4.269 -23.407 -8.226
C -2.185 -22.019 -8.304
C -1.006 -21.468 -7.745
P 0.034 -20.432 -8.739
C -0.728 -18.773 -8.606
C -1.857 -18.506 -9.616
C -1.291 -18.557 -7.152
C -0.291 -20.915 -10.482
C -0.103 -22.363 -10.786
C 0.519 -19.988 -11.423
H -0.523 -16.477 -1.694
H -0.768 -16.759 -3.426
H 0.834 -16.345 -2.930
H 0.923 -18.652 -1.742
H -1.844 -19.165 -2.934
H -1.327 -18.982 -1.230
H -0.720 -20.389 -2.167
H 2.868 -17.789 -3.101
H 2.060 -17.071 -5.975
H 3.525 -16.573 -5.328
H 1.961 -16.030 -4.579
H 3.340 -19.391 -5.748
H 3.852 -19.849 -4.071
H 4.588 -18.445 -4.909
H 2.327 -20.244 -1.896
H 3.339 -23.836 -0.918
H 3.013 -22.260 -0.142
H 4.253 -22.418 -1.323
H 2.065 -24.410 -2.797
H 1.145 -23.850 -4.926
H -1.251 -22.913 -4.682
H -3.298 -23.680 -5.549
H -5.079 -22.698 -8.154
H -4.562 -24.334 -7.735
H -4.118 -23.572 -9.323
H -2.420 -21.780 -9.334
H 0.080 -18.037 -8.837
H -2.657 -19.227 -9.484
H -1.531 -18.608 -10.646
H -2.205 -17.463 -9.491
H -1.980 -19.361 -6.945
H -1.837 -17.617 -7.085
H -0.544 -18.649 -6.342
H -1.307 -20.623 -10.694
H 0.954 -22.528 -10.751
H -0.434 -22.586 -11.809
H -0.625 -23.036 -10.093
H 1.507 -20.384 -11.406
H 0.480 -18.948 -11.003
H 0.155 -19.922 -12.437
O 1.351 -23.755 -7.852
H 1.982 -24.389 -8.230
H 0.997 -24.260 -7.131
C 3.925 -25.601 -5.268
Te 2.155 -26.742 -5.386
C 2.903 -28.333 -6.554
H 4.252 -25.238 -6.257
H 4.665 -26.212 -4.824
H 3.793 -24.763 -4.613
H 3.552 -28.991 -5.989
H 3.343 -28.036 -7.497
H 2.035 -28.880 -6.885
C 3.870 -21.921 -6.392
H 3.920 -23.061 -6.356
H 3.652 -21.657 -5.358
H 4.853 -21.478 -6.698
C 3.176 -20.676 -13.484
Ge 3.816 -21.916 -11.983
C 5.651 -22.154 -12.537
C 3.026 -23.715 -12.160
Ge 3.806 -21.295 -9.524
C 5.282 -22.499 -9.105
C 6.604 -22.039 -8.923
C 7.673 -22.918 -8.965
C 7.453 -24.278 -9.028
C 6.173 -24.773 -8.998
C 5.092 -23.907 -9.071
C 4.257 -19.414 -9.271
C 3.719 -18.451 -10.098
C 3.841 -17.101 -9.845
C 4.663 -16.681 -8.801
C 5.325 -17.649 -8.039
C 5.098 -18.974 -8.233
H 3.558 -21.160 -14.383
H 3.598 -19.712 -13.291
H 2.080 -20.720 -13.478
H 5.694 -22.756 -13.455
H 6.261 -22.628 -11.750
H 6.204 -21.210 -12.700
H 2.736 -23.981 -13.211
H 2.233 -23.997 -11.451
H 3.804 -24.481 -11.942
H 6.787 -20.939 -8.847
H 8.686 -22.552 -8.968
H 8.262 -25.003 -8.964
H 5.943 -25.818 -8.940
H 4.119 -24.326 -9.288
H 3.146 -18.727 -10.994
H 3.272 -16.449 -10.518
H 4.909 -15.658 -8.532
H 5.956 -17.425 -7.148
H 5.505 -19.717 -7.550
*
```

Values from the calculation:
- Kohn-Sham gap (alpha / beta): 6.24 / 7.08 eV
- E_HOMO (alpha / beta): -6.9 / -6.9 eV
- Energy: -220522.53287 eV

Here are the Löwdin charges for atoms 1 to 8, given in e: Mn 0.63; C -0.11; C -0.57; C -0.12; P 1.12; C -0.56; C -0.15; C -0.14



# 4
Density functional theory data (ωB97M-V with the def2-TZVPD basis set) for 2 unconnected molecules or ions with the total composition H9N3Si2 at a distorted geometry.

Geometry as ORCA input:
```
! RIJCOSX wB97M-V def2-TZVPD def2/J DEFGRID3
* xyz 0 1
N 1.845 -0.958 0.463
N 1.360 1.697 0.120
N -0.720 -0.563 0.475
Si -2.396 -0.125 0.188
Si 0.712 0.181 -0.136
H 1.493 -1.844 0.185
H 2.911 -0.998 0.587
H 0.925 2.571 -0.211
H 2.363 1.663 0.072
H -0.610 -1.566 0.736
H -3.021 -1.075 1.089
H -2.884 -0.394 -1.196
H -2.727 1.269 0.506
H 0.751 0.142 -2.879
*
```

Values from the calculation:
- Relative energy (zero: lowest compared OMol25 entry of this formula, charge and spin): 76.88 kcal/mol
- Kohn-Sham gap (alpha / beta): 7.59 / 7.59 eV
- E_HOMO (alpha / beta): -7.4 / -7.4 eV
- Energy: -20370.51958 eV

Here are the natural (NBO) charges for atoms 1 to 8, given in e: N -1.34; N -1.34; N -1.53; Si 1.09; Si 2.06; H 0.38; H 0.42; H 0.42



Question: The highest energy belongs to which entry?
Answer: H9N3Si2